Density functional theory data (ωB97M-V/def2-TZVPD) for a molecular structure, C22H20N9O4SV.

Geometry as XYZ:
```
57
C22H20N9O4SV, DFT ωB97M-V/def2-TZVPD
V -0.02 -0.01 -0.13
S 1.15 -7.22 -0.51
O -1.90 0.09 0.28
O -0.88 0.03 2.80
O 0.00 0.21 -1.81
O 2.70 -0.03 -0.83
N 0.21 0.02 1.95
N -2.56 0.97 -0.49
N -0.07 -2.08 -0.02
N -0.01 4.17 -0.75
N -1.23 -6.95 0.55
N 0.05 2.11 -0.05
N -5.30 2.47 -1.75
N 1.97 0.02 0.19
N -4.90 -0.98 1.11
C 0.05 2.45 -2.53
C 0.07 2.90 -4.90
C -0.14 -4.86 0.04
C -0.13 -6.37 0.05
C 2.46 0.06 1.41
C 3.93 0.05 1.63
C -0.04 4.23 0.62
C -0.01 2.94 1.04
C 0.05 1.54 -5.17
C 0.88 -4.18 -0.62
C 0.03 0.62 -4.14
C -4.43 -0.18 0.45
C 0.04 2.88 -1.14
C -1.12 -4.10 0.67
C 0.07 3.35 -3.59
C 0.03 1.09 -2.84
C -3.83 0.84 -0.38
C -4.65 1.74 -1.14
C 1.43 0.06 2.42
C 0.89 -2.80 -0.63
C 1.81 0.09 3.86
C -1.06 -2.72 0.62
H -0.05 2.56 2.04
H 1.66 -4.73 -1.11
H 0.09 4.42 -3.41
H -0.04 4.96 -1.37
H 2.44 0.96 4.05
H 4.37 -0.85 1.18
H 4.19 0.08 2.69
H 2.40 -0.79 4.10
H -0.09 5.16 1.15
H 0.09 3.61 -5.71
H -1.27 -7.95 0.56
H -2.05 -6.44 0.84
H 0.05 1.19 -6.20
H -1.95 -4.53 1.21
H -0.56 0.13 3.70
H 0.02 -0.45 -4.32
H 4.39 0.90 1.13
H -1.82 -2.10 1.08
H 1.67 -2.24 -1.12
H 0.98 0.12 4.57
```

Computed properties:
- HOMO-LUMO gap (alpha / beta) (hartree) = 0.2424 / 0.2536
- total charge = +1
- electronic energy (hartree) = -2986.02878
- LUMO level (alpha / beta) (eV) = -4.570 / -4.265
- highest occupied orbital energy (alpha / beta) (eV) = -11.167 / -11.167
- max |F| (eV/A) = 1.1
- spin multiplicity = 2


Density functional theory data (ωB97M-V/def2-TZVPD) for a molecular structure, C22H21AlF4N2PSe2.

Geometry as XYZ:
```
53
C22H21AlF4N2PSe2, DFT ωB97M-V/def2-TZVPD
Se 1.30 0.19 0.84
Se -1.20 0.18 -1.63
P 0.98 0.03 -1.33
Al -1.10 0.36 0.79
F -2.28 -0.98 5.14
F -2.26 -3.56 5.72
F -1.38 -1.97 0.63
F -1.31 -4.64 1.24
N -1.86 -0.12 2.37
N -1.80 2.25 1.09
C 1.30 -3.86 -2.43
C 1.60 -1.53 -1.95
C -0.68 3.17 1.42
C 3.06 3.33 -3.68
C -1.80 -4.18 3.50
C 0.77 -2.65 -2.02
C -1.87 -1.42 2.84
C -1.61 -2.42 1.91
C 2.96 -1.63 -2.28
C 3.13 3.35 -2.30
C -2.72 2.11 2.26
C -2.05 -3.21 4.45
C 3.47 -2.85 -2.68
C -2.24 1.02 3.21
C 2.64 -3.96 -2.76
C 2.38 2.32 -4.34
C -1.57 -3.76 2.21
C 1.82 1.33 -2.22
C 2.51 2.35 -1.56
C -2.56 2.84 -0.04
C -2.08 -1.86 4.15
C 1.76 1.31 -3.61
H 0.03 3.19 0.60
H -1.40 1.36 3.83
H -1.89 3.04 -0.87
H -3.06 0.78 3.88
H -0.28 -2.57 -1.77
H 4.52 -2.93 -2.94
H -1.06 4.17 1.60
H 2.33 2.31 -5.42
H 3.67 4.13 -1.79
H 2.57 2.35 -0.48
H -3.33 2.15 -0.37
H -2.82 3.08 2.76
H 3.05 -4.91 -3.08
H -1.78 -5.22 3.77
H 0.66 -4.73 -2.50
H -0.16 2.82 2.31
H 3.60 -0.76 -2.22
H -3.69 1.82 1.87
H -3.03 3.77 0.28
H 3.55 4.11 -4.25
H 1.23 0.52 -4.13
```

Computed properties:
- HOMO-LUMO gap (hartree) = 0.3019
- total charge = +1
- electronic energy (hartree) = -6746.52075
- LUMO level (eV) = -2.812
- highest occupied orbital energy (eV) = -11.027
- max |F| (eV/A) = 0.4


Density functional theory data (ωB97M-V/def2-TZVPD) for a molecular structure, C22H21BCl3N10O2RhSSi.

Geometry as XYZ:
```
62
C22H21BCl3N10O2RhSSi, DFT ωB97M-V/def2-TZVPD
Rh -0.67 0.54 -0.36
Cl 1.11 3.44 -1.37
Cl -1.16 2.74 -3.63
Cl 1.43 0.70 -3.18
S 0.94 -2.68 -0.92
Si -0.04 1.88 -2.09
O 1.07 -3.92 -0.21
O 0.31 -2.69 -2.23
N -1.73 0.02 -2.18
N 0.22 -1.54 0.06
N 0.33 0.88 1.42
N -3.10 0.48 -2.37
N 6.18 0.04 -0.79
N 3.37 0.36 5.84
N -3.21 2.15 -0.49
N -1.80 2.19 -0.26
N -1.78 -0.92 0.74
N -0.97 -3.06 1.39
C 3.04 -1.58 0.40
C 4.31 -0.92 0.43
C 1.82 0.79 3.79
C -1.54 -0.95 -3.06
C 2.68 0.61 4.95
C -3.62 -0.30 -3.28
C -0.28 0.86 2.67
C -2.74 -1.34 -3.67
C 3.22 -1.74 -2.08
C 2.60 -2.00 -0.87
C -1.57 3.22 0.59
C -2.81 3.73 1.01
C -2.94 -1.09 1.40
C -3.22 -2.35 1.95
C -2.16 -3.26 1.98
C 0.42 0.88 3.88
C -3.83 3.02 0.35
C 1.69 0.93 1.44
C 4.48 -1.13 -2.03
C 5.04 -0.70 -0.82
C -0.86 -1.89 0.73
C 2.47 0.75 2.57
B -3.93 1.52 -1.64
H -0.04 0.96 4.83
H -2.94 4.60 1.65
H -4.25 2.26 -2.54
H 2.54 -1.89 1.27
H 5.01 -0.93 -2.99
H 2.74 -1.97 -3.00
H -1.38 0.92 2.62
H -0.57 3.39 0.91
H -4.63 -0.06 -3.58
H -3.52 -0.21 1.55
H -0.51 -1.20 -3.34
H 3.54 0.71 2.52
H -4.93 0.94 -1.23
H 2.17 1.07 0.46
H 4.74 -0.72 1.41
H -2.20 -4.26 2.42
H -4.17 -2.65 2.37
H -2.92 -2.22 -4.29
H 6.58 0.26 0.12
H 6.88 0.09 -1.59
H -4.89 3.23 0.37
```

Computed properties:
- HOMO-LUMO gap (alpha / beta) (hartree) = 0.1630 / 0.1517
- total charge = 0
- electronic energy (hartree) = -3752.58177
- LUMO level (alpha / beta) (eV) = -0.955 / -4.143
- highest occupied orbital energy (alpha / beta) (eV) = -5.390 / -8.271
- max |F| (eV/A) = 5.0
- spin multiplicity = 5


> What is the max |F| in the third record?

5.0 eV/A


> Among the records above, which one has the highest max |F|?

C22H21BCl3N10O2RhSSi


> Look up the electronic energy of the first one.

-2986.02878 hartree